[1]
{"formula": "C3H6S3", "method": "wB97M-V/def2-TZVPD", "de_lowest_ev": 2.8292, "e_lumo_ev": -0.08, "species": ["C", "C", "C", "H", "H", "H", "H", "H", "H", "S", "S", "S"], "xyz": [[2.1972, -0.9926, -0.4056], [-0.6536, -0.0532, 0.0241], [1.4290, 1.6091, 0.4381], [2.8628, -0.5360, 0.3776], [2.6593, -1.9181, -0.5796], [2.1090, -0.4123, -1.3224], [1.1440, 1.3084, 1.5410], [1.6033, 2.8358, 0.2876], [2.3317, 0.7392, -0.0970], [0.5342, -1.4151, 0.2130], [-2.1970, -0.4857, -0.0046], [-0.2463, 1.5635, -0.2425]], "mulliken_charge": [-0.917, 0.092, -0.781, 0.297, 0.430, 0.315, 0.340, 0.295, 0.132, -0.004, -0.249, 0.049]}


[2]
{"formula": "C5H11NO2", "method": "wB97M-V/def2-TZVPD", "smiles": "[O-]CCCCNC[O-]", "de_lowest_ev": 1.0835, "e_lumo_ev": 7.04, "total_charge": -2, "species": ["C", "N", "C", "O", "C", "C", "C", "O", "H", "H", "H", "H", "H", "H", "H", "H", "H", "H", "H"], "xyz": [[0.8092, -0.6816, 0.2951], [2.1987, -0.3959, -0.2232], [2.6318, -1.4763, -1.3425], [2.9318, -0.8942, -2.5279], [-0.2841, 0.4585, -0.0441], [-1.5245, 0.4799, 0.8772], [-2.7240, 1.4604, 0.7026], [-3.5875, 1.2183, 1.7069], [0.9451, -0.6733, 1.3973], [0.4172, -1.5833, -0.0198], [2.2225, 0.5201, -0.7471], [3.5138, -1.9460, -0.7745], [1.7437, -2.1301, -1.4136], [-0.5347, 0.2164, -1.0640], [0.0672, 1.5312, -0.1091], [-1.2568, 0.7695, 1.8578], [-2.1057, -0.4394, 1.0309], [-2.3312, 2.4786, 0.6871], [-3.1323, 1.0871, -0.2892]], "mulliken_charge": [-0.532, -0.545, -0.053, -0.913, -0.377, -0.603, -0.499, -0.926, 0.284, 0.245, 0.236, 0.179, 0.085, 0.241, 0.224, 0.252, 0.309, 0.252, 0.141]}


One value per record, in order, for energy: -1312.3561 -402.1904 hartree.
One value per record, in order, for HOMO level: -8.467 0.197 eV.
One value per record, in order, for largest force on an atom: 5.9 5.5 eV/Å.